An isolated molecule of C2H4NP, computed with ωB97M-V/def2-TZVPD.

Each line ends with the Mulliken charge.
Cartesian coordinates (Å):
C1 -0.196 -0.457 -0.935  -0.298
C2 -1.293 -0.175 1.323  -0.278
N1 -0.305 0.036 0.354  0.061
P1 1.128 0.959 0.934  -0.011
H1 -1.115 -0.767 -1.386  0.186
H2 -2.299 -0.125 0.747  0.176
H3 1.558 1.107 -0.429  0.098
H4 1.903 -0.073 1.413  0.065

Forces on atoms 1 to 6 (eV/Å):
1.1 0.7 1.5
-0.5 0.6 -1.8
-0.1 -0.4 -0.7
-1.0 1.0 -0.4
-1.5 -0.2 0.3
1.2 -0.6 0.5

Results
- 2S+1: 1
- Net charge: 0
- Energy above the lowest of the compared OMol25 structures with the same formula, charge and spin: 574.0 kJ/mol
- HOMO-LUMO gap (spin up / spin down): 7.479 / 7.477 eV


A cluster of 2 separate species, C2H4NP in total, computed with ωB97M-V/def2-TZVPD.

Each line ends with the Mulliken charge.
Cartesian coordinates (Å):
C1 1.171 -0.999 -0.325  -0.240
C2 1.487 0.233 -0.409  -0.172
N1 0.241 -0.311 0.532  -0.306
P1 -1.422 -0.266 0.238  0.000
H1 1.552 -2.557 -0.425  0.289
H2 1.690 1.217 -0.702  0.374
H3 -1.747 -1.182 -0.830  0.029
H4 -1.386 0.772 -0.718  0.027

Forces on atoms 1 to 6 (eV/Å):
1.2 -4.4 0.5
-1.6 -1.1 -0.1
2.1 -0.9 0.3
-1.3 0.4 -0.6
-1.2 4.9 0.1
0.5 0.7 -0.3

Results
- 2S+1: 1
- Net charge: 0
- Energy above the lowest of the compared OMol25 structures with the same formula, charge and spin: 559.8 kJ/mol
- HOMO-LUMO gap: 8.525 eV


An isolated molecule of C2H4NP, computed with ωB97M-V/def2-TZVPD.

Each line ends with the Mulliken charge.
Cartesian coordinates (Å):
C1 0.506 -0.702 -0.808  0.006
C2 0.002 0.336 0.101  -0.903
N1 1.544 -0.720 -1.487  0.078
P1 2.687 -0.425 -2.457  -0.309
H1 -0.055 -1.649 -0.683  0.281
H2 -1.028 0.110 0.191  0.311
H3 0.464 1.361 -0.063  0.278
H4 0.232 -0.001 1.127  0.260

Forces on atoms 1 to 6 (eV/Å):
-1.6 -1.9 1.4
1.9 0.5 1.0
0.4 0.8 -0.9
1.1 -0.1 -0.5
0.4 0.3 -0.4
-1.6 1.2 -0.6

Results
- 2S+1: 1
- Net charge: 0
- Energy above the lowest of the compared OMol25 structures with the same formula, charge and spin: 119.7 kJ/mol
- HOMO-LUMO gap: 6.788 eV


A structure of composition C2H4NPS, computed with ωB97M-V/def2-TZVPD.

Each line ends with the Mulliken charge.
Cartesian coordinates (Å):
C1 -1.090 0.480 -0.528  -0.464
C2 0.725 -0.521 0.796  -0.590
N1 0.502 0.987 -1.337  -0.369
P1 1.640 0.164 -0.646  0.152
S1 -0.856 0.362 1.191  -0.046
H1 -1.732 1.159 -1.026  0.338
H2 -1.067 -0.485 -0.956  0.339
H3 0.672 -1.678 0.657  0.310
H4 1.207 -0.469 1.850  0.330

Forces on atoms 1 to 6 (eV/Å):
3.2 1.2 -1.7
0.2 -2.1 3.6
-2.3 -1.1 1.2
-0.3 0.9 0.2
1.0 -0.4 -1.0
-0.9 0.6 0.2

Results
- 2S+1: 1
- Net charge: 0
- Energy above the lowest of the compared OMol25 structures with the same formula, charge and spin: 217.9 kJ/mol
- HOMO-LUMO gap: 9.178 eV


A structure of composition C2H4NdO, computed with ωB97M-V/def2-TZVPD.

Each line ends with the Löwdin spin population.
Cartesian coordinates (Å):
C1 -0.571 -1.020 0.299  -0.057
C2 -1.732 -0.175 0.452  -0.006
O1 -2.870 -0.396 0.005  -0.018
Nd1 1.376 0.309 -0.820  3.147
H1 -0.720 -1.817 -0.446  -0.004
H2 -0.131 -1.350 1.252  -0.003
H3 -0.004 1.871 -0.758  -0.058
H4 -1.599 0.650 1.195  -0.001

Forces on atoms 1 to 6 (eV/Å):
2.4 0.4 -1.8
-3.3 0.0 0.8
2.8 0.6 0.3
-2.6 0.1 0.9
-0.1 -0.2 0.5
-0.2 0.0 -0.2

Results
- 2S+1: 4
- Net charge: +1
- Energy above the lowest of the compared OMol25 structures with the same formula, charge and spin: 0.0 kJ/mol
- HOMO-LUMO gap (spin up / spin down): 6.125 / 6.489 eV


A cluster of 2 separate species, C2H4O2 in total, computed with ωB97M-V/def2-TZVPD.

Each line ends with the Mulliken charge.
Cartesian coordinates (Å):
C1 0.434 0.518 0.490  -0.403
C2 0.865 -0.690 0.089  0.434
O1 -1.311 0.565 -0.400  -0.640
O2 0.310 -1.619 -0.525  -0.696
H1 -1.893 0.716 0.354  0.372
H2 -1.198 -0.494 -0.739  0.436
H3 0.873 1.463 0.205  0.275
H4 1.919 -0.460 0.525  0.223

Forces on atoms 1 to 6 (eV/Å):
-1.9 0.7 -0.2
0.0 0.8 -0.5
1.8 -2.5 -1.0
0.7 0.3 0.7
-0.1 -0.7 -0.1
-0.3 3.1 1.7

Results
- 2S+1: 1
- Net charge: 0
- Energy above the lowest of the compared OMol25 structures with the same formula, charge and spin: 453.1 kJ/mol
- HOMO-LUMO gap: 9.403 eV


A structure of composition C2H4O2, computed with ωB97M-V/def2-TZVPD.

Each line ends with the Mulliken charge.
Cartesian coordinates (Å):
C1 -0.621 -0.381 0.079  0.090
C2 0.840 -0.157 0.056  -0.254
O1 0.525 0.540 -1.103  -0.639
O2 -1.419 0.632 0.270  -0.427
H1 -0.835 1.374 -0.102  0.406
H2 -1.125 -1.340 -0.025  0.347
H3 1.397 -1.093 -0.081  0.247
H4 1.238 0.425 0.906  0.229

Forces on atoms 1 to 6 (eV/Å):
1.6 0.5 -0.7
-0.6 -0.4 0.9
-0.6 -1.0 -0.1
0.0 1.2 0.0
-0.8 -0.6 0.7
0.2 0.1 -0.5

Results
- 2S+1: 1
- Net charge: 0
- Energy above the lowest of the compared OMol25 structures with the same formula, charge and spin: 341.6 kJ/mol
- HOMO-LUMO gap: 9.799 eV


A cluster of 2 separate species, C2H4O2 in total, computed with ωB97M-V/def2-TZVPD.

Each line ends with the Mulliken charge.
Cartesian coordinates (Å):
C1 -0.959 -0.320 0.046  -0.491
O1 0.219 -0.867 0.599  -0.483
C2 2.025 0.864 -0.381  0.106
O2 1.732 1.841 0.114  -0.132
H1 -0.769 0.597 -0.532  0.233
H2 -1.616 -0.062 0.881  0.211
H3 -1.479 -1.037 -0.605  0.241
H4 0.847 -1.016 -0.120  0.315

Forces on atoms 1 to 6 (eV/Å):
-0.4 0.1 -0.1
0.2 -0.2 -0.1
-0.2 1.2 0.5
0.4 -0.9 -0.5
0.0 -0.1 0.1
0.1 -0.1 -0.2

Results
- 2S+1: 1
- Net charge: 0
- Energy above the lowest of the compared OMol25 structures with the same formula, charge and spin: 133.9 kJ/mol
- HOMO-LUMO gap: 11.606 eV


A cluster of 2 separate species, C2H4O2 in total, computed with ωB97M-V/def2-TZVPD.

Each line ends with the Mulliken charge.
Cartesian coordinates (Å):
C1 2.255 -2.799 1.034  0.089
C2 0.263 -0.050 -0.124  -0.334
O1 -0.316 0.348 -1.391  -0.526
O2 2.162 -3.575 0.256  -0.093
H1 -1.263 0.047 -1.447  0.311
H2 0.543 0.919 0.323  0.221
H3 1.342 -0.540 -0.195  0.058
H4 -0.352 -0.800 0.321  0.273

Forces on atoms 1 to 6 (eV/Å):
0.3 2.0 2.1
2.6 0.6 -1.6
-0.9 -1.0 0.0
-0.2 -2.1 -2.1
1.7 0.4 0.3
-0.8 -0.7 1.0

Results
- 2S+1: 1
- Net charge: 0
- Energy above the lowest of the compared OMol25 structures with the same formula, charge and spin: 182.8 kJ/mol
- HOMO-LUMO gap: 11.162 eV


The ion C2H4O2P with charge +1, computed with ωB97M-V/def2-TZVPD.

Each line ends with the Mulliken charge.
Cartesian coordinates (Å):
C1 -0.820 0.038 -0.340  -1.071
C2 0.364 0.800 -0.165  0.451
O1 0.767 -1.838 1.092  -0.296
O2 1.498 0.414 -0.091  -0.309
P1 1.961 -1.399 0.389  0.760
H1 -1.022 -0.852 -0.681  0.476
H2 -1.565 0.887 -0.777  0.281
H3 0.184 1.962 -0.111  0.317
H4 -1.367 -0.012 0.684  0.391

Forces on atoms 1 to 6 (eV/Å):
-4.3 7.0 2.7
-2.6 3.2 -0.2
0.9 0.2 -0.5
3.6 -1.6 0.4
-0.8 0.1 0.4
0.1 -4.9 -2.4

Results
- 2S+1: 1
- Net charge: +1
- Energy above the lowest of the compared OMol25 structures with the same formula, charge and spin: 159.6 kJ/mol
- HOMO-LUMO gap: 10.190 eV


A cluster of 2 separate species, C2H4O2PS in total, computed with ωB97M-V/def2-TZVPD.

Each line ends with the Mulliken charge.
Cartesian coordinates (Å):
C1 -0.435 -0.169 1.865  -0.484
C2 -1.087 0.556 0.942  -0.187
O1 1.175 -1.846 -1.235  -0.800
O2 0.349 0.501 -1.461  -0.613
P1 -0.222 1.432 -0.397  0.421
S1 -1.252 2.953 -1.101  -0.480
H1 -1.166 -0.774 2.408  0.233
H2 0.618 0.105 2.228  0.219
H3 0.707 -0.782 -1.082  0.462
H4 1.312 -1.976 -2.168  0.231

Forces on atoms 1 to 6 (eV/Å):
-0.2 1.8 0.3
2.4 -0.1 -0.8
-1.0 1.9 1.5
0.0 0.9 1.0
-2.6 -0.7 -0.6
0.7 0.2 0.3

Results
- 2S+1: 1
- Net charge: -1
- Energy above the lowest of the compared OMol25 structures with the same formula, charge and spin: 314.3 kJ/mol
- HOMO-LUMO gap (spin up / spin down): 7.244 / 7.248 eV


An isolated molecule of C2H4O2S, computed with ωB97M-V/def2-TZVPD.

Each line ends with the Mulliken charge.
Cartesian coordinates (Å):
C1 -0.457 -0.079 1.042  -0.634
C2 -0.410 0.028 -1.099  -0.682
O1 1.653 1.242 -0.028  -0.604
O2 1.610 -1.218 -0.059  -0.605
S1 0.929 0.020 0.052  1.056
H1 -0.924 0.820 1.413  0.315
H2 -0.815 -1.026 1.135  0.394
H3 -0.938 -0.878 -1.188  0.390
H4 -0.648 1.091 -1.269  0.369

Forces on atoms 1 to 6 (eV/Å):
1.2 3.2 -2.7
1.4 2.1 4.2
-0.1 0.7 0.7
0.7 -1.1 0.7
-0.9 -0.7 -2.3
0.0 -0.1 0.2

Results
- 2S+1: 1
- Net charge: 0
- Energy above the lowest of the compared OMol25 structures with the same formula, charge and spin: 391.0 kJ/mol
- HOMO-LUMO gap: 10.131 eV


An isolated molecule of C2H4O2S, computed with ωB97M-V/def2-TZVPD.

Each line ends with the Mulliken charge.
Cartesian coordinates (Å):
C1 0.221 0.375 0.027  -0.797
C2 -1.216 -0.680 0.376  -0.271
S1 -2.566 0.017 -0.079  0.796
O1 -3.789 -0.724 -0.095  -0.502
O2 -2.692 1.456 0.131  -0.499
H1 1.097 -0.243 0.481  0.283
H2 -0.108 1.437 0.425  0.290
H3 0.166 0.582 -1.013  0.313
H4 -1.049 -1.683 0.222  0.387

Forces on atoms 1 to 6 (eV/Å):
-3.1 -0.8 3.0
3.5 4.3 -1.4
-1.3 1.7 2.1
-0.1 -0.6 -0.6
0.7 -1.2 -0.9
-1.5 1.8 -1.0

Results
- 2S+1: 1
- Net charge: 0
- Structure (SMILES): CC=S(=O)=O
- Energy above the lowest of the compared OMol25 structures with the same formula, charge and spin: 381.7 kJ/mol
- HOMO-LUMO gap: 9.370 eV


An isolated molecule of C2H4O2S, computed with ωB97M-V/def2-TZVPD.

Each line ends with the Mulliken charge.
Cartesian coordinates (Å):
O1 -1.312 1.720 -0.226  -0.467
C1 -0.975 0.601 -0.069  0.394
S1 -1.904 -0.943 -0.122  -0.192
C2 0.550 0.393 0.042  -0.213
O2 0.888 -0.953 -0.296  -0.524
H1 -0.831 -1.545 0.418  0.166
H2 1.020 1.217 -0.590  0.295
H3 0.759 0.612 1.113  0.263
H4 1.805 -1.102 -0.270  0.277

Forces on atoms 1 to 6 (eV/Å):
-1.7 1.2 0.0
1.9 -1.5 -0.8
-0.2 0.9 0.5
0.2 0.3 0.4
-1.5 1.0 -0.1
-0.3 -0.4 -0.2

Results
- 2S+1: 1
- Net charge: 0
- Structure (SMILES): O=C(S)CO
- Energy above the lowest of the compared OMol25 structures with the same formula, charge and spin: 99.6 kJ/mol
- HOMO-LUMO gap: 10.474 eV


An isolated molecule of C2H4O2S, computed with ωB97M-V/def2-TZVPD.

Each line ends with the Mulliken charge.
Cartesian coordinates (Å):
O1 -2.081 -0.657 -0.481  -0.516
C1 -1.073 0.003 -0.359  0.723
O2 -1.069 1.323 -0.170  -0.388
C2 0.237 -0.727 0.089  -0.566
S1 1.721 0.032 -0.477  -0.217
H1 -0.145 1.622 -0.256  0.271
H2 0.260 -0.720 1.221  0.260
H3 0.352 -1.766 -0.152  0.301
H4 1.798 0.890 0.586  0.131

Forces on atoms 1 to 6 (eV/Å):
0.8 1.1 -0.6
-0.6 -2.7 2.1
0.3 0.2 -0.8
-0.6 0.6 1.2
1.1 1.3 0.4
-0.2 0.1 0.0

Results
- 2S+1: 1
- Net charge: 0
- Structure (SMILES): O=C(O)CS
- Energy above the lowest of the compared OMol25 structures with the same formula, charge and spin: 44.0 kJ/mol
- HOMO-LUMO gap: 10.082 eV


A structure of composition C2H4O2S, computed with ωB97M-V/def2-TZVPD.

Each line ends with the Löwdin spin population.
Cartesian coordinates (Å):
C1 0.142 0.821 -0.053  0.860
C2 -1.405 -0.368 0.016  0.024
O1 2.779 0.750 -0.018  0.285
O2 1.438 -1.158 1.069  0.263
S1 1.546 -0.023 0.186  0.513
H1 0.290 1.353 -0.963  0.044
H2 -1.311 -0.675 -1.015  0.013
H3 -2.197 0.335 0.014  0.000
H4 -1.282 -1.036 0.765  -0.002

Forces on atoms 1 to 6 (eV/Å):
-5.3 -1.1 1.0
3.4 5.0 -3.2
-1.0 0.6 1.3
-0.4 0.2 1.7
4.0 -3.3 -3.2
-0.4 0.8 -0.5

Results
- 2S+1: 3
- Net charge: 0
- Energy above the lowest of the compared OMol25 structures with the same formula, charge and spin: 369.3 kJ/mol
- HOMO-LUMO gap (spin up / spin down): 8.210 / 8.626 eV


A structure of composition C2H4O2Sn, computed with ωB97M-V/def2-TZVPD.

Each line ends with the Mulliken charge.
Cartesian coordinates (Å):
C1 0.272 0.371 -0.064  -0.920
C2 1.010 -0.705 0.363  0.126
O1 2.295 -0.934 0.076  -0.499
Sn1 2.467 0.926 0.155  0.725
H1 0.673 0.901 -0.968  0.257
H2 0.563 -1.422 1.073  0.342
H3 -1.442 0.468 -0.109  0.489
O2 -2.717 0.604 -0.105  -0.786
H4 -3.121 -0.209 -0.422  0.266

Forces on atoms 1 to 6 (eV/Å):
-0.6 -0.3 -0.4
-2.6 -1.3 0.5
0.7 -3.8 -0.7
1.9 5.0 0.6
-0.3 -0.1 -0.2
0.3 0.5 0.0

Results
- 2S+1: 1
- Net charge: 0
- Energy above the lowest of the compared OMol25 structures with the same formula, charge and spin: 66.0 kJ/mol
- HOMO-LUMO gap: 7.199 eV


A structure of composition C2H4O2Zn, computed with ωB97M-V/def2-TZVPD.

Each line ends with the Löwdin spin population.
Cartesian coordinates (Å):
O1 0.268 1.452 0.085  0.134
H1 0.132 2.407 0.142  0.008
O2 0.715 -0.998 0.012  0.151
Zn1 2.098 0.410 -0.066  0.659
H2 0.839 -1.953 -0.003  0.010
C1 -0.638 -0.626 -0.118  0.019
C2 -0.876 0.775 -0.037  0.014
H3 -1.181 -1.104 -0.943  0.002
H4 -1.358 -0.364 0.927  0.002

Forces on atoms 1 to 6 (eV/Å):
0.5 0.0 0.5
-0.2 0.1 0.1
-0.4 -1.0 0.1
1.0 0.5 0.0
0.1 -0.2 0.0
-1.1 1.7 1.1

Results
- 2S+1: 2
- Net charge: +1
- Energy above the lowest of the compared OMol25 structures with the same formula, charge and spin: 0.0 kJ/mol
- HOMO-LUMO gap (spin up / spin down): 9.336 / 8.102 eV


An isolated molecule of C2H4O3, computed with ωB97M-V/def2-TZVPD.

Each line ends with the Mulliken charge.
Cartesian coordinates (Å):
O1 2.120 -0.487 -0.443  -0.417
C1 1.098 -0.265 0.131  0.123
C2 -0.243 0.077 -0.525  0.076
O2 -0.644 1.356 -0.136  -0.469
O3 -1.180 -0.911 -0.220  -0.469
H1 1.035 -0.290 1.243  0.273
H2 -0.152 0.096 -1.614  0.267
H3 -0.735 1.405 0.826  0.308
H4 -1.299 -0.981 0.737  0.308

Forces on atoms 1 to 6 (eV/Å):
0.2 0.0 -0.1
-0.4 0.1 0.0
0.2 0.0 -0.3
0.0 0.2 0.1
-0.1 -0.2 0.1
0.1 0.0 0.1

Results
- 2S+1: 1
- Net charge: 0
- Structure (SMILES): O=CC(O)O
- Energy above the lowest of the compared OMol25 structures with the same formula, charge and spin: 113.9 kJ/mol
- HOMO-LUMO gap: 10.535 eV


An isolated molecule of C2H4O3, computed with ωB97M-V/def2-TZVPD.

Each line ends with the Mulliken charge.
Cartesian coordinates (Å):
O1 0.256 -0.927 -1.926  -0.324
O2 0.743 -0.692 -0.589  -0.232
C1 -0.299 -0.347 0.277  0.203
C2 -0.142 0.884 1.148  -0.446
O3 -1.053 0.904 0.087  -0.385
H1 1.084 -0.906 -2.415  0.322
H2 -0.965 -1.228 0.543  0.341
H3 -0.446 1.034 2.121  0.333
H4 0.823 1.277 0.754  0.188

Forces on atoms 1 to 6 (eV/Å):
-0.9 -0.1 0.3
0.1 1.0 0.8
-2.1 0.0 0.5
2.9 -1.4 -4.0
0.2 -1.4 -0.6
0.3 0.1 0.1

Results
- 2S+1: 1
- Net charge: 0
- Structure (SMILES): OO[C@H]1CO1
- Energy above the lowest of the compared OMol25 structures with the same formula, charge and spin: 492.5 kJ/mol
- HOMO-LUMO gap: 11.214 eV


no.,molar mass (g mol⁻¹)
1,73.03
2,73.03
3,73.03
4,105.10
5,188.29
6,60.05
7,60.05
8,60.05
9,60.05
10,91.03
11,123.09
12,92.12
13,92.12
14,92.12
15,92.12
16,92.12
17,178.76
18,125.44
19,76.05
20,76.05